# C3H4Cl2FNO2

2 unconnected molecules or ions with the total composition C3H4Cl2FNO2 at a distorted geometry (the ωB97M-V functional and the def2-TZVPD basis, OMol25).

HOMO energy, eV: -9.8
Strongest force on any atom, eV/Å: 5.50
E, hartree: -1341.9810
Energy relative to the best compared isomer or geometry (same formula, charge and spin), kcal per mole: 51.2

Last column: Löwdin charge in e.
Element x y z (Å)
C1 -1.639 -0.391 0.305  -0.054
C2 -0.277 0.206 0.567  -0.079
C3 1.495 -0.916 -0.421  -1.097
N1 0.010 1.392 -0.186  -0.432
O1 1.036 1.985 0.132  -0.033
O2 -0.712 1.770 -1.092  0.073
F1 1.374 -0.547 -1.761  -0.104
Cl1 2.843 0.087 0.327  0.602
Cl2 1.814 -2.540 -0.329  0.728
H1 -1.859 -1.417 0.730  0.101
H2 -2.197 0.356 0.966  0.111
H3 -2.088 -0.216 -0.707  0.097
H4 0.200 0.232 1.468  0.086